{"formula": "C6H10O", "method": "ωB97M-V/def2-TZVPD", "elements": ["C", "C", "C", "C", "C", "C", "O", "H", "H", "H", "H", "H", "H", "H", "H", "H", "H"], "coordinates": [[2.24, 0.05, -0.03], [0.76, -0.16, -0.01], [0.08, -1.14, 0.58], [-1.42, -0.97, 0.46], [-1.54, 0.10, -0.64], [-0.21, 0.87, -0.59], [-0.24, 2.05, 0.21], [2.59, 0.57, 0.86], [2.53, 0.67, -0.89], [2.78, -0.90, -0.10], [0.54, -1.97, 1.12], [-1.85, -0.63, 1.42], [-1.93, -1.90, 0.21], [-1.63, -0.40, -1.61], [-2.40, 0.77, -0.53], [0.10, 1.23, -1.58], [-0.40, 1.77, 1.12]], "gap_ev": 10.2, "de_lowest_kcal_mol": 1.5}